C87H207N13O23 | wB97M-V/def2-TZVPD

Geometry as XYZ:
```
330
Properties=species:S:1:pos:R:3:lowdin_charge:R:1
O 0.77650 3.82332 0.88406 -0.209
H 9.99764 -1.98885 9.27472 0.133
H 8.89702 -2.99872 10.10294 0.115
H -2.01584 0.77527 -6.45033 0.050
H -6.23964 -2.59516 -4.92724 0.091
C 1.56623 0.76108 -9.40141 -0.472
H -0.16025 8.20309 2.73569 0.134
H 7.10501 0.02999 6.57329 0.115
H 1.60709 -5.00083 -4.61137 0.119
O 6.33702 -5.24130 -0.64969 -0.193
H -1.16763 9.18720 -3.31753 0.128
C 0.41199 10.33015 -0.56420 -0.073
H -10.06632 1.48202 3.13600 0.079
H 5.95340 3.19794 0.59861 0.113
H -6.76269 -2.17008 -3.28119 0.078
H -2.61454 8.06757 2.49897 0.140
C -7.53402 -1.76349 0.76935 -0.205
H -7.30524 -1.18215 -4.65910 0.069
C 7.30355 -4.94672 1.47108 -0.217
H -3.50253 -6.19928 1.62235 0.079
H 1.79855 -0.61980 -4.22023 0.085
H 3.73937 1.13755 -9.13804 0.080
H -3.78705 -0.97263 2.19345 0.067
H -5.78444 2.78093 -5.50616 0.131
H 1.92516 3.82065 2.62392 0.099
C 7.57342 -0.85475 6.08971 -0.145
H -3.29561 0.60222 -1.20442 0.123
H -1.77411 -0.10944 4.96057 0.102
H 5.73024 4.10704 2.64752 0.086
H -5.12996 1.88109 0.26176 0.083
C -4.69171 -0.45156 -5.66295 -0.164
H 9.93069 -5.80618 1.32873 0.133
H 1.34337 0.11513 -6.14805 0.077
H 5.45790 -5.59468 -2.40396 0.087
H -6.92548 -4.26534 7.09657 0.147
H -1.91596 3.26167 -0.39276 0.075
H 0.07656 3.88353 -9.13978 0.109
H -2.10401 -5.19031 1.12707 0.074
H 0.48509 -0.35778 1.73911 0.101
H -5.16046 -4.72915 -0.70898 0.143
H -3.88382 -2.28931 -2.82550 0.070
H -2.80276 1.18680 -3.68986 0.046
H -3.84419 -3.53910 -0.96496 0.109
H 7.99694 -4.26920 0.89553 0.138
C -5.12277 -0.91924 -4.30116 -0.465
H -1.78954 9.10579 1.32862 0.112
C -3.95341 -1.86188 -3.84079 -0.025
C -0.92359 0.27373 4.39118 -0.195
H 4.39628 -5.85241 -1.02213 0.086
C -3.66412 7.89502 0.03727 -0.098
C 1.86211 -0.21922 -10.56531 -0.042
H 10.72106 -5.01529 5.34959 0.101
H -0.76622 -2.19468 -4.63787 0.071
N -6.89862 -2.08546 5.52125 -0.005
H 2.49217 -6.74800 2.15620 0.072
C -2.80262 3.79160 0.00148 -0.085
H 5.51210 0.36315 1.76681 0.124
H 4.35895 0.20718 -0.59991 0.070
H -0.48380 -5.79519 -0.60044 0.086
H 1.12344 5.82208 -0.97494 0.124
C -1.74786 1.15713 -3.47555 -0.107
H -5.59486 2.48273 -1.88020 0.071
H -5.69421 -2.29577 -1.06285 0.087
H -0.22204 3.68686 -2.03915 0.097
H -5.60451 0.85686 4.57575 0.130
N -4.97173 0.24935 -3.37663 -0.069
H 0.97287 5.92107 3.54110 0.109
C 1.51624 -5.19465 -2.42917 -0.134
C 1.32614 3.48338 -4.02937 -0.154
H -1.71943 2.85054 3.91874 0.071
C -0.27593 -4.74250 -0.82224 -0.059
H -7.21934 0.84240 0.01289 0.077
O 5.69905 1.93964 3.01387 -0.193
H -6.32884 -0.40443 -2.13136 0.056
H 1.43698 -3.21685 4.91063 0.136
H -6.19868 3.67416 2.37497 0.113
H 2.91792 -3.01148 -2.72927 0.095
H 0.18014 3.47721 2.81942 0.104
H 0.26847 1.88359 -10.65479 0.131
H -4.03065 2.44429 -2.71554 0.075
C 9.81857 -4.52369 4.92757 -0.128
H -10.00058 -3.43205 3.98373 0.048
H -1.17614 -4.20934 -0.59150 0.058
C 0.20676 -2.64354 -4.83327 -0.013
O -0.83357 -2.37319 -2.00575 -0.094
H 10.05031 -4.96988 10.13542 0.091
H -3.42875 8.81678 -0.47784 0.083
C 1.32011 -1.05404 -3.31665 -0.008
H -0.14115 10.65597 0.28002 0.067
H -1.28407 -0.82841 -6.56186 0.099
H -9.58571 -1.16066 1.18368 0.114
H 5.57725 3.52521 4.30265 0.100
C 9.21723 -6.47328 1.87984 -0.229
N -0.55117 6.18287 2.18046 -0.041
H 0.50363 9.81607 -3.13421 0.119
O 9.69856 -3.90215 8.37123 -0.172
H 3.10116 -0.06160 -7.97961 0.078
C 0.74282 2.42832 0.65702 -0.094
H -10.84110 -3.51954 2.40350 0.105
H 1.30879 1.94743 -6.25513 0.062
C 9.80645 2.68602 1.65414 -0.234
C 1.51833 -6.33780 2.25401 -0.125
C 0.28281 -0.71453 4.45298 -0.214
C 2.88301 0.84241 -8.54417 -0.017
H 7.75755 -6.66660 0.60307 0.098
C -0.95454 -5.04468 -3.18268 -0.018
C -4.02289 -0.44447 3.11379 -0.113
H -0.05957 -4.94030 3.49327 0.125
H 12.28961 2.14368 0.54006 0.096
C -5.12350 2.56839 -2.88759 -0.033
C -6.93660 -5.42508 4.79127 -0.120
H -7.62029 1.44477 2.42078 0.131
H -7.58532 2.45255 -3.63581 0.089
H -4.33705 8.21140 0.86554 0.094
H 0.09141 1.91744 1.33621 0.059
H 0.90498 -6.34167 1.31761 0.084
H 0.77009 -2.04020 -5.53170 0.058
H 0.98065 -6.97720 2.98717 0.092
H 7.20622 -4.48117 2.44217 0.114
O -3.24810 2.98960 1.06803 -0.202
C -7.89151 -4.11911 6.50703 -0.252
C 0.38502 7.81613 -2.61820 -0.254
C 10.54864 -4.54246 9.25837 -0.146
C -5.67949 -0.24145 4.67224 -0.274
N 0.38844 -3.05507 -2.34308 -0.079
H -9.04801 -2.56973 5.70389 0.107
H -1.21979 0.30391 3.31134 0.114
C -1.48393 0.13614 -7.12406 -0.034
O -5.32659 -0.84373 3.44641 -0.174
O 1.32504 4.53609 -3.14219 -0.167
H -7.16520 -5.54216 3.74063 0.080
H -1.23589 0.27094 -3.91890 0.075
H 0.39650 0.01279 -0.72644 0.100
C 1.04617 -2.56397 -3.52321 -0.496
H 2.25655 3.49453 -4.59593 0.088
O -8.12879 -5.02593 5.42567 -0.177
C -0.27190 9.17748 -2.68217 -0.208
C 2.18228 -4.76644 -3.69697 -0.180
H -6.06594 -4.76913 4.94428 0.090
H 0.97957 -0.38550 -11.19826 0.084
H -0.22246 -1.86633 1.32783 0.101
N -0.26016 -0.62168 -0.29632 -0.023
H 4.22841 3.45077 3.19197 0.062
H 0.48970 -4.39347 -0.15164 0.065
H -7.41427 2.46615 -0.40997 0.102
C 0.08829 4.64533 -2.48860 -0.224
C -4.60165 -3.87975 -0.22895 -0.275
H -2.56123 4.83970 0.30447 0.076
H 9.16692 0.20568 5.05769 0.119
H -0.78062 -5.01673 -4.27507 0.066
H 5.92252 1.71013 -0.34180 0.111
H -7.86878 -0.44946 4.40880 0.113
C -0.61909 2.17385 -8.09285 -0.141
H -8.37701 2.98349 1.83769 0.134
H -2.14780 0.07486 -7.97831 0.089
H 1.12765 -0.38034 3.79658 0.116
H 8.99512 -2.23786 6.41185 0.048
H 0.55622 3.58682 -4.82518 0.083
C -5.52254 0.68644 -6.22394 -0.153
H -2.99993 -1.30682 -3.96291 0.061
H -3.45259 3.89084 -0.87724 0.082
C 1.04987 2.11987 -9.90535 -0.132
C 8.11825 -2.11214 8.30008 -0.201
H -7.21622 0.06341 5.95546 0.120
O -2.49622 7.34943 0.56868 -0.217
H 11.29300 -3.82298 9.58429 0.086
H -4.74842 -1.32589 -6.34917 0.139
C -0.54460 7.60058 1.90362 -0.221
C -6.45608 -1.75031 -4.25019 0.000
H -1.97303 -4.57670 -3.09771 0.093
H -0.54233 5.35131 -0.59017 0.099
N -0.44482 6.93488 -1.92356 -0.058
C 0.50504 2.95155 -8.78490 -0.178
C 2.38500 -3.27656 -3.64490 -0.137
C 0.14970 -4.51473 -2.25878 -0.492
N -6.62130 -2.91284 0.77550 -0.015
H -6.54281 0.43641 -6.45789 0.097
H 0.82783 11.22794 -1.12675 0.103
H 9.13945 -0.80732 2.40076 0.098
H 1.36188 -6.28866 -2.38450 0.133
H 12.05067 3.91276 0.66955 0.075
O -0.55957 9.62577 -1.37259 -0.226
H -4.24842 2.11897 -5.22751 0.115
H 2.62908 0.18446 -11.21588 0.076
H -7.70695 0.93224 -4.44772 0.076
O 10.33516 2.92781 0.38905 -0.188
H 1.28725 9.71804 -0.38699 0.075
N 7.82470 -6.30093 1.54219 -0.051
C -5.43657 -2.67438 -0.08022 -0.204
H -2.20413 -0.44141 0.62781 0.123
C -3.17656 -5.46397 0.89053 -0.083
H 10.15809 1.71299 2.07484 0.129
H -9.41435 -2.78479 0.47698 0.122
H 8.06121 3.79534 1.41310 0.116
H -4.81386 -1.93647 0.45442 0.116
H -7.03472 -2.38947 4.56605 0.073
H -5.16082 1.12137 -7.19196 0.122
H 3.68857 -1.24363 -1.47639 0.083
C 11.69963 3.01067 0.22011 -0.121
H -8.66946 -4.40757 7.20487 0.113
C 0.13798 5.71004 -1.42978 -0.195
H 0.75228 -0.71113 5.48813 0.133
H -1.12350 2.72208 -7.30250 0.119
C 0.39659 -1.09480 0.90487 -0.164
C -0.18495 0.82834 -7.53961 -0.513
H -10.75869 2.68187 2.01461 0.095
C -7.24784 1.42368 -3.57423 0.000
H 9.50655 -7.53415 1.65115 0.133
H -0.79112 7.45607 -1.09486 0.092
H -1.31015 1.01704 0.41035 0.070
H -4.00869 3.00789 2.92588 0.109
C -4.17868 3.54217 1.98288 -0.216
H -3.64618 -0.16217 -5.67930 0.080
H -6.65688 -6.41742 5.15023 0.080
H -1.41752 1.96170 -8.83275 0.127
H -6.47253 -3.33638 1.67340 0.102
H 7.65908 -1.31407 8.83598 0.104
H 0.39548 2.28029 -0.36629 0.078
H -0.55347 -1.69169 -1.26859 0.024
C -7.02761 -0.59377 5.09267 -0.174
H 10.12616 -3.48698 5.01141 0.065
H -3.33367 -0.84121 3.89094 0.074
C 0.77724 5.66516 2.49920 -0.182
H 3.01335 -2.85558 -4.44615 0.136
H 10.42940 -6.76768 3.58442 0.114
H 4.31568 1.60918 1.54933 0.106
H 3.14290 -5.22084 -3.79622 0.094
C 6.19765 2.11880 0.64581 -0.190
H -4.98913 -0.66084 5.36606 0.112
H 1.34767 7.99464 -2.14548 0.112
H 4.81730 -4.19272 -1.42779 0.080
H 0.13124 7.78126 1.08143 0.102
O 8.67454 -1.64561 4.22596 -0.199
O 2.51035 -0.38201 0.07251 -0.200
C 3.77040 -0.71712 -0.48957 -0.086
H 0.34662 -0.58039 -3.09567 0.064
H -3.77651 0.60775 2.94225 0.078
H 8.01073 2.63422 2.73269 0.106
O -5.39343 -0.13651 -2.04434 -0.058
H 1.79391 2.03273 0.79610 0.104
H -7.13522 -0.93528 1.39644 0.110
C -10.18520 -2.89746 3.07943 -0.064
H -1.33023 2.06097 -3.91927 0.081
H 5.14445 -5.49759 1.11927 0.140
C 9.61884 -1.37195 3.23514 -0.108
H -1.06665 -6.09400 -2.90886 0.079
H 2.19991 -1.19700 -10.21774 0.077
H -7.55476 0.98267 -2.64710 0.062
H 10.17175 3.50451 2.29554 0.128
H 8.89519 -4.64716 5.49354 0.098
C 0.70508 1.02964 -6.28631 -0.022
N -5.82098 2.09015 0.97833 -0.025
C 0.92948 4.10663 2.29126 -0.151
O -3.98101 -4.26624 0.95184 -0.170
H 1.89111 2.57701 -10.41114 0.119
H 1.62153 6.13344 1.98326 0.110
C 8.33451 -0.44280 4.78766 -0.271
C -7.19301 1.82752 0.43314 -0.196
H 1.18135 2.50993 -3.51492 0.096
H 1.79085 -2.31910 -0.08857 0.106
H 8.72770 -6.67585 3.97344 0.130
H 0.25309 -1.76661 -8.41039 0.117
H 0.08448 -3.58281 -5.32589 0.053
C 8.31977 2.79413 1.72509 -0.231
C 5.19708 -5.21687 -1.43115 -0.140
C 0.66563 -4.22105 3.03767 -0.194
H -3.10663 -5.94732 -0.09246 0.085
C -1.92587 8.06021 1.62132 -0.245
C -1.56443 0.10509 -0.06452 -0.125
C -5.30908 1.82404 -5.19449 -0.138
N 7.64959 1.93885 0.79290 -0.045
O 9.58172 -4.85988 3.60201 -0.204
C -8.95501 -2.08312 1.18259 -0.243
C 5.29580 3.28340 3.25524 -0.106
H -0.78051 -2.41853 4.68665 0.132
H 7.65383 0.11786 4.14984 0.113
O -1.47322 1.30678 -2.09042 -0.176
H 10.03211 -2.27990 2.89436 0.065
H 2.73625 1.53600 -7.71892 0.052
H 0.65830 7.39480 -3.58449 0.126
C 9.20925 -2.76283 9.09019 -0.257
H -5.87295 4.15529 0.70939 0.116
C 5.37723 1.45609 1.74758 -0.237
C 1.01235 -2.98451 3.88994 -0.208
O 1.80783 -5.06525 2.75771 -0.199
H 8.12489 1.96553 -0.09846 0.107
H -4.22185 7.20162 -0.58702 0.089
O -8.88398 -2.61601 2.46979 -0.201
C -10.41265 1.62571 2.11411 -0.110
H 4.37373 -1.30470 0.24654 0.093
C -8.08257 -2.68057 6.23930 -0.219
H 11.03106 -5.35451 8.73429 0.086
N 8.61346 -1.53327 7.00232 -0.027
C -2.22322 0.34463 -1.35009 -0.210
H 11.78697 3.18595 -0.85079 0.093
H 6.77782 -1.53343 5.73300 0.113
H 5.69442 -3.84129 0.71271 0.112
H 0.10007 0.95108 -5.38840 0.045
H 2.15568 -4.93432 -1.58817 0.105
C 6.01019 -4.88944 0.71394 -0.205
H -8.28862 -2.11130 7.13683 0.113
H -5.25364 3.56505 -3.29421 0.088
C 9.50890 -6.25186 3.32794 -0.237
H 7.40030 -2.95446 8.15254 0.127
O -9.35552 1.19884 1.26530 -0.189
H -2.23466 -0.56153 -1.91484 0.089
O -0.46168 1.51991 4.95162 -0.204
H 1.24151 3.31558 -8.07547 0.104
H -0.78142 3.43245 5.40521 0.100
H -2.23713 2.44583 5.59447 0.090
O 0.87746 -1.11721 -8.05255 -0.049
H 0.13841 -3.81322 2.15644 0.093
H -11.32541 0.99678 2.03343 0.093
H -7.55458 -1.32399 -0.23421 0.102
H 1.94709 -0.82761 -2.45255 0.058
H -10.72137 -1.98748 3.33392 0.076
N -0.09537 -2.04654 4.00243 -0.087
H 1.81630 -2.47785 3.31967 0.099
H -0.99035 5.61855 1.45890 0.073
H 10.41007 -0.70138 3.64630 0.098
N 0.47003 0.10825 -8.63025 -0.090
H -3.90921 4.58947 2.16113 0.123
C -5.59286 3.45900 1.49797 -0.195
H 2.30451 -1.71857 1.55454 0.106
H -3.87621 -2.69078 -4.55108 0.085
H -0.66578 4.93032 -3.23926 0.132
C -8.19243 1.89528 1.56043 -0.264
C -1.35884 2.60661 4.93288 -0.121
C -5.70604 1.45531 -3.76568 -0.516
C 1.85586 -1.49717 0.59472 -0.199
```

Results
Lowest unoccupied orbital energy   0.56 eV
E   -5880.645447 Eh
Frontier orbital gap   8.19 eV
Max |F|   3.53 eV/Å
ΔE to the lowest compared entry with this formula, charge and spin   0.127 eV